Entry 1:
A cluster of 2 separate species, CH8N4 in total. Source: the OMol25 dataset; level of theory: ωB97M-V/def2-TZVPD.

Cartesian coordinates (Å):
C 1.228 0.990 -0.619
N 1.317 0.722 0.807
N -1.554 -0.004 0.132
N 0.898 -0.230 0.074
N 0.804 -1.491 -0.062
H 0.529 1.671 -1.031
H 2.110 0.963 -1.151
H 1.043 1.115 1.805
H -1.610 -0.598 0.947
H -2.339 -0.486 -0.418
H 0.636 -1.788 -1.045
H -1.704 0.901 0.373
H 0.852 -2.147 0.659

Force components x, y, z for each atom (eV/Å):
C -0.426 0.928 0.307
N -0.550 0.209 2.162
N -0.152 -4.781 -1.671
N -1.050 -1.410 0.132
N 0.582 2.074 -2.651
H -1.482 0.031 -0.058
H 2.280 -0.165 -0.820
H 0.709 -1.032 -2.047
H 0.142 0.239 0.823
H 1.307 1.759 0.314
H 0.092 0.047 0.696
H -1.459 3.249 0.732
H 0.006 -1.147 2.080

Calculated values
Charge: +2
Orbital gap (spin up / spin down) (eV): 7.59 / 7.59
LUMO level (spin up / spin down) (eV): -12.4 / -12.4

These are the Löwdin partial charges, in e, on atoms 1 to 6: atom 1 (C): 0.145, atom 2 (N): 0.271, atom 3 (N): 0.102, atom 4 (N): -0.072, atom 5 (N): 0.356, atom 6 (H): 0.151

Entry 2:
A cluster of 2 separate species, CH8N6O in total. Source: the OMol25 dataset; level of theory: ωB97M-V/def2-TZVPD.

Cartesian coordinates (Å):
C 0.715 0.739 0.244
N -1.435 -0.115 -1.553
N 0.461 1.548 1.334
N 1.199 -1.241 -0.828
N 0.261 -1.382 1.298
N 0.943 -0.582 0.359
N -1.162 0.600 -0.586
O -1.919 1.463 -0.115
H 1.004 1.242 -0.706
H -2.376 0.128 -1.959
H -0.050 2.437 1.015
H -0.280 1.051 1.776
H 1.970 -0.798 -1.303
H 0.557 -1.172 -1.574
H -0.609 -1.738 0.952
H 0.722 -2.179 1.645

Force components x, y, z for each atom (eV/Å):
C -1.846 1.011 -0.467
N -0.498 -1.037 -1.737
N -0.902 0.971 -1.861
N 2.428 -0.988 -0.986
N -0.867 2.396 0.261
N 0.416 -1.283 0.347
N 0.296 1.279 0.793
O -0.507 0.498 0.296
H 0.455 -0.761 1.055
H 0.603 -0.023 0.730
H 1.276 -1.618 0.323
H -0.520 -0.437 1.477
H 1.081 -0.077 0.564
H -2.455 0.259 -0.100
H -0.652 0.346 -0.777
H 1.693 -0.536 0.084

Calculated values
Orbital gap (eV): 9.18
LUMO level (eV): 0.8

These are the Löwdin partial charges, in e, on atoms 1 to 6: atom 1 (C): -0.210, atom 2 (N): 0.041, atom 3 (N): 0.102, atom 4 (N): 0.057, atom 5 (N): 0.100, atom 6 (N): -0.263

Entry 3:
A cluster of 2 separate species, CH8NO in total. Source: the OMol25 dataset; level of theory: ωB97M-V/def2-TZVPD.

Cartesian coordinates (Å):
N 1.583 -1.195 0.449
H 1.276 -2.075 0.057
H 2.391 -0.875 -0.055
H 0.882 -0.529 0.448
H 1.792 -1.274 1.422
C -1.492 0.986 -0.760
O -0.962 0.625 0.455
H -2.462 1.586 -0.500
H -0.963 1.697 -1.223
H -1.839 -0.127 -1.067
H -0.206 1.181 0.772

Force components x, y, z for each atom (eV/Å):
N 1.192 -1.131 0.035
H -0.250 -0.615 -0.071
H 0.825 0.296 -0.401
H -1.872 1.423 -0.672
H 0.774 -0.742 1.210
C -2.546 -4.647 3.048
O 0.428 0.613 0.130
H -0.219 -0.752 -0.203
H 2.265 2.415 -2.490
H -0.016 2.655 -0.522
H -0.581 0.485 -0.065

Calculated values
Charge: +2
Multiplicity: 2
Orbital gap (spin up / spin down) (eV): 14.69 / 9.78
LUMO level (spin up / spin down) (eV): -8.9 / -14.8

These are the Löwdin partial charges, in e, on atoms 1 to 6: atom 1 (N): 0.393, atom 2 (H): 0.181, atom 3 (H): 0.175, atom 4 (H): 0.069, atom 5 (H): 0.169, atom 6 (C): 0.083

Entry 4:
A cluster of 3 separate species, CH8NO3 in total. Source: the OMol25 dataset; level of theory: ωB97M-V/def2-TZVPD.

Cartesian coordinates (Å):
N -0.916 0.781 1.609
C -0.655 -0.276 0.630
O 0.570 -0.216 0.026
H -0.211 0.858 2.329
H -1.062 1.697 1.206
H -0.831 -1.244 1.114
H -1.499 -0.145 -0.094
H 0.793 -1.599 -0.432
H 0.143 -2.637 -1.461
O 0.803 -2.592 -0.759
H 0.631 1.178 -0.902
H 1.571 2.272 -1.670
O 0.662 1.922 -1.596

Force components x, y, z for each atom (eV/Å):
N -0.741 0.040 0.776
C -0.068 0.736 -0.582
O -0.120 0.310 0.111
H 0.258 -0.131 -0.199
H 0.274 -0.173 -0.268
H 0.073 -0.089 0.234
H 0.188 -0.138 0.074
H -0.124 -0.220 -0.285
H 0.184 0.158 0.212
O 0.043 -0.203 -0.098
H 0.468 -0.084 -0.352
H -0.825 -0.641 0.366
O 0.390 0.435 0.013

Calculated values
Charge: -1
Orbital gap (eV): 8.38
LUMO level (eV): 4.4

These are the Löwdin partial charges, in e, on atoms 1 to 6: atom 1 (N): -0.024, atom 2 (C): -0.515, atom 3 (O): -0.315, atom 4 (H): 0.038, atom 5 (H): 0.036, atom 6 (H): 0.087

Entry 5:
A cluster of 3 separate species, CH8NO3 in total. Source: the OMol25 dataset; level of theory: ωB97M-V/def2-TZVPD.

Cartesian coordinates (Å):
N -0.694 1.473 -1.088
C 0.106 1.022 0.100
O 0.041 -0.281 0.367
H -1.661 1.733 -0.889
H -0.861 0.599 -1.603
H -0.286 1.639 0.953
H 1.104 1.482 -0.100
H -1.122 -2.307 0.104
H -1.898 -1.247 0.717
O -2.018 -2.177 0.467
H 1.680 -0.849 0.499
H 2.922 -0.161 -0.039
O 2.687 -0.925 0.513

Force components x, y, z for each atom (eV/Å):
N -0.622 -0.617 -0.934
C -0.770 1.155 0.635
O 0.408 -0.484 -0.184
H 0.336 0.082 0.646
H 0.465 0.263 -0.022
H 0.062 0.084 -0.133
H 0.200 -0.602 0.024
H -0.416 0.074 0.165
H 0.182 0.023 -0.018
O 0.340 -0.089 -0.180
H 0.125 0.127 0.106
H -0.017 -0.409 0.301
O -0.295 0.392 -0.405

Calculated values
Charge: -1
Orbital gap (eV): 8.09
LUMO level (eV): 4.4

These are the Löwdin partial charges, in e, on atoms 1 to 6: atom 1 (N): -0.048, atom 2 (C): -0.576, atom 3 (O): -0.315, atom 4 (H): 0.021, atom 5 (H): 0.040, atom 6 (H): 0.079

Entry 6:
The molecule CH8NPSi2. Source: the OMol25 dataset; level of theory: ωB97M-V/def2-TZVPD.

Cartesian coordinates (Å):
H 3.580 -0.218 0.806
N 2.554 -0.176 0.793
P 1.889 0.142 -0.560
C 0.021 0.167 0.131
Si -0.974 1.713 -0.450
Si -0.720 -1.595 -0.121
H 0.281 0.307 1.252
H -1.825 1.705 0.768
H -0.133 2.870 -0.373
H -1.844 1.070 -1.637
H -0.185 -2.336 -1.254
H -2.154 -1.303 -0.399
H -0.489 -2.346 1.044

Force components x, y, z for each atom (eV/Å):
H -0.373 -0.042 -0.209
N 1.378 -0.172 0.975
P -2.437 0.129 0.254
C 2.473 0.110 0.088
Si -1.276 -3.713 0.582
Si -0.556 2.378 -0.735
H -0.555 -0.296 -1.721
H -0.412 0.592 -0.337
H 0.330 0.856 -0.699
H 1.023 1.517 0.856
H 0.297 -0.076 -0.425
H 0.014 -0.430 0.126
H 0.094 -0.854 1.244

Calculated values
Orbital gap (eV): 8.76
LUMO level (eV): -0.1

These are the Löwdin partial charges, in e, on atoms 1 to 6: atom 1 (H): -0.035, atom 2 (N): -0.355, atom 3 (P): 0.732, atom 4 (C): -0.921, atom 5 (Si): 0.526, atom 6 (Si): 0.518

How do the records compare in calculated total energy? In the order shown, they have -260.996023; -446.492294; -172.041835; -323.406121; -323.397182; -1017.896272 hartree.
How do the records compare in energy above the lowest of the compared OMol25 structures with the same formula, charge and spin? In the order shown, they have 307.2; 216.5; 67.9; 13.8; 37.3; 23.1 kJ/mol.
How do the records compare in F_max? In the order shown, they have 5.07; 2.80; 6.11; 1.11; 1.53; 3.97 eV Å⁻¹.